The following is a quantum chemistry calculation of a structure of composition CH3BBr2O2 in a non-equilibrium geometry, from OMol25.

```
9
Properties=species:S:1:pos:R:3:lowdin_charge:R:1
Br -2.34227 -1.49089 -0.24697 0.660
Br -2.35623 1.51262 -0.09927 0.636
O 0.90079 1.22508 -0.04075 0.117
O 1.23476 -1.22505 0.09868 0.129
C -1.48024 -0.04024 0.46688 -1.039
B 0.68754 -0.08471 -0.29358 -0.829
H 1.90555 -1.14847 0.86058 0.158
H 0.01449 -0.12830 -1.41177 0.120
H 1.43560 1.37996 0.66620 0.049
```

Output
**HOMO**: -9.32 eV
**Total charge**: 0
**Largest force on an atom**: 0.083 Eh/bohr

The following is a quantum chemistry calculation of an isolated molecule of CH3BrClNO2S in a non-equilibrium geometry, from OMol25.

```
10
Properties=species:S:1:pos:R:3:lowdin_charge:R:1
Br -2.43785 -0.82841 -1.03673 0.744
Cl -1.55076 1.45848 -2.77691 0.617
S -0.31753 1.25243 0.05239 0.601
O 0.17702 2.52319 -0.45604 -0.369
O -1.25810 1.08115 1.14661 -0.370
N 1.07730 0.27305 0.36830 -0.098
C -1.10211 0.21134 -1.72653 -1.279
H -0.29839 -0.39560 -2.22658 0.041
H 1.30051 -0.12703 1.31000 0.091
H 1.89913 0.67752 0.02608 0.021
```

Output
**HOMO**: -10.00 eV
**Total charge**: 0
**Largest force on an atom**: 0.061 Eh/bohr
**Structure (SMILES)**: NS(=O)(=O)[C@H](Cl)Br

The following is a quantum chemistry calculation of a structure of composition CH3BrFOP in a non-equilibrium geometry, from OMol25.

```
8
Properties=species:S:1:pos:R:3:lowdin_charge:R:1
Br 1.70146 -3.52259 -1.20607 0.293
P 0.48035 -3.14906 0.55587 0.622
F 1.57417 -3.69807 1.54644 -0.389
O 0.71789 -0.93232 0.81756 -0.420
C -0.49506 -0.26402 0.75799 -0.283
H -0.67272 -0.05141 -0.29022 0.065
H -1.31951 -0.92862 1.09377 0.064
H -0.45700 0.62257 1.28779 0.049
```

Output
**HOMO (alpha / beta)**: -9.60 / -9.60 eV
**Total charge**: 0
**Largest force on an atom**: 0.083 Eh/bohr

The following is a quantum chemistry calculation of a structure of composition CH3BrLiNO2 in a non-equilibrium geometry, from OMol25.

```
9
Properties=species:S:1:pos:R:3:lowdin_charge:R:1
Br -3.68724 3.76647 -7.56770 -0.468
O -1.42827 1.93818 -12.52904 0.043
O -3.34432 1.32848 -11.69181 0.048
N -2.21711 1.80901 -11.58671 -0.431
C -1.78575 2.35497 -10.27931 -0.009
Li -4.56320 1.97820 -6.19752 0.613
H -1.83858 1.57286 -9.52194 0.087
H -2.42609 3.20252 -10.03492 0.021
H -0.75261 2.69676 -10.34177 0.095
```

Output
**HOMO**: -9.16 eV
**Total charge**: 0
**Largest force on an atom**: 0.030 Eh/bohr

Energy relative to the best compared isomer or geometry (same formula, charge and spin) values, unit eV, following the record order: 4.0427 1.2411 3.2404 0.0381.